# 1
Formula: C23H37N4O
Source: the Open Molecules 2025 dataset
Level of theory: ωB97M-V/def2-TZVPD

Its energy relative to the best compared isomer or geometry (same formula, charge and spin) is 3.97 kcal/mol. Its SMILES is O=C(CN1CCN(C2CCCCC2)CC1)Nc1ccccc1[NH+]1CCCCC1. For the calculated total energy, the calculation gives -1192.6925 Ha. Its frontier orbital gap is 0.31199 hartree. As for the max |F|: 0.86 eV/A. Its HOMO energy is -10.716 eV. The total charge is +1.

Each line ends with the Mulliken charge.
Geometry (Å):
O  0.137440  -1.417147  -1.099967  -0.744
C  -0.641518  -0.495776  -0.848772  0.351
C  -0.158200  0.913638  -0.603259  -0.510
N  -1.219517  1.730606  -0.033319  -0.121
C  -1.156790  3.123558  -0.449490  -1.100
C  0.147289  3.798530  0.015780  -0.954
N  0.735453  3.033208  1.103826  0.743
C  1.993307  3.636367  1.563726  0.102
C  2.329621  3.381813  3.032876  -0.972
C  3.661957  4.038999  3.391190  -0.948
C  4.790478  3.500513  2.520006  -0.626
C  4.463959  3.725407  1.048511  -0.925
C  3.129701  3.077055  0.695703  -0.633
C  -0.292398  2.709096  2.073619  -0.757
C  -1.247423  1.678537  1.429043  -1.082
N  -1.978434  -0.602427  -0.781673  -0.091
C  -2.919805  -1.627108  -0.930846  0.932
C  -4.248629  -1.230091  -0.734447  -0.439
C  -5.298442  -2.114708  -0.848259  -0.825
C  -5.049535  -3.440450  -1.166485  -0.949
C  -3.747472  -3.852246  -1.364162  -0.800
C  -2.679236  -2.968493  -1.251145  0.091
N  -1.335740  -3.483293  -1.478201  1.055
C  -0.935020  -4.523521  -0.502302  -0.560
C  0.552268  -4.811588  -0.660495  -0.522
C  0.847829  -5.279344  -2.082677  -0.736
C  0.362759  -4.228861  -3.077654  -0.522
C  -1.120179  -3.952176  -2.867092  -0.553
H  0.749036  0.886980  0.011847  0.206
H  0.137780  1.317466  -1.576206  0.398
H  -1.254063  3.176187  -1.535709  0.425
H  -2.023874  3.622358  -0.010765  0.369
H  -0.065032  4.838872  0.319674  0.492
H  0.867612  3.833542  -0.803868  0.417
H  1.945195  4.729938  1.422272  0.118
H  2.401803  2.306786  3.213742  0.406
H  1.552202  3.795241  3.678214  0.473
H  3.881735  3.854516  4.444216  0.363
H  3.580508  5.119201  3.252000  0.372
H  5.726944  3.998148  2.775645  0.336
H  4.917008  2.431571  2.706271  0.314
H  5.252628  3.308019  0.419998  0.334
H  4.409106  4.797657  0.848159  0.369
H  2.911237  3.242678  -0.360370  0.436
H  3.190879  1.998680  0.858994  0.248
H  -0.857873  3.603275  2.387076  0.323
H  0.153137  2.263082  2.958839  0.529
H  -0.981783  0.666505  1.740091  0.363
H  -2.273813  1.874967  1.753535  0.391
H  -2.372868  0.320070  -0.544836  0.250
H  -4.443596  -0.197287  -0.487590  0.451
H  -6.308155  -1.772339  -0.689872  0.426
H  -5.859137  -4.145093  -1.260197  0.427
H  -3.555828  -4.883831  -1.612876  0.318
H  -0.631155  -2.662413  -1.334771  -0.008
H  -1.156446  -4.154474  0.501357  0.384
H  -1.517995  -5.430735  -0.676099  0.413
H  0.845376  -5.574389  0.060006  0.402
H  1.123077  -3.906364  -0.445537  0.251
H  1.917784  -5.438993  -2.205110  0.354
H  0.345652  -6.229888  -2.272434  0.305
H  0.518987  -4.571525  -4.099896  0.400
H  0.927917  -3.305038  -2.940858  0.255
H  -1.472310  -3.175241  -3.548979  0.377
H  -1.705395  -4.858227  -3.039997  0.408

Forces on the atoms, in the same order (eV/Å):
0.3 -0.2 -0.1
-0.4 0.0 0.0
0.1 0.1 0.1
0.1 0.0 -0.1
0.0 0.2 -0.1
0.1 -0.1 -0.1
-0.1 0.1 0.2
0.2 -0.3 -0.1
-0.1 0.3 -0.1
0.1 -0.3 0.0
0.0 0.3 -0.1
0.1 -0.3 0.0
0.0 0.5 0.0
0.0 0.0 0.0
-0.1 0.1 0.2
-0.1 0.5 0.1
-0.1 -0.5 -0.1
0.1 -0.1 0.0
0.1 0.0 0.0
0.1 0.0 0.0
0.0 0.1 0.0
-0.4 0.3 0.1
0.1 0.4 0.1
0.4 -0.4 0.6
-0.1 -0.2 -0.2
0.1 0.2 0.0
-0.1 -0.3 0.1
0.3 0.0 -0.8
-0.1 -0.1 -0.1
0.0 0.0 0.0
-0.1 0.1 0.1
0.0 0.0 -0.1
0.0 -0.1 0.0
0.0 0.1 0.0
0.0 0.0 0.0
-0.1 -0.1 0.0
-0.1 -0.1 0.0
0.0 0.1 0.0
0.0 0.1 0.1
0.1 -0.1 0.0
0.1 -0.1 0.0
0.0 0.1 0.0
0.1 0.1 -0.1
0.0 -0.1 -0.1
-0.1 -0.1 0.0
0.0 0.0 0.1
0.0 0.1 0.0
0.0 0.0 0.0
0.1 -0.1 0.1
0.2 -0.1 -0.1
0.0 0.1 0.0
-0.1 0.1 0.0
-0.1 -0.1 0.0
0.1 -0.1 0.0
-0.4 -0.1 0.0
-0.1 0.0 -0.1
-0.1 0.1 0.0
0.0 0.1 0.1
0.0 0.0 0.1
0.0 -0.1 0.0
0.0 -0.1 0.0
0.0 0.1 0.0
0.0 0.1 -0.1
-0.1 0.0 0.1
-0.1 0.1 0.1


# 2
Formula: C23H37NO11
Source: the Open Molecules 2025 dataset
Level of theory: ωB97M-V/def2-TZVPD

Its energy relative to the best compared isomer or geometry (same formula, charge and spin) is 73.29 kcal/mol. Its SMILES is O=C1CCCO1.O=C1CCCO1.O=C1CCCO1.O=C1CCCO1.O=C1CCCO1.CNC(C)=O. For the calculated total energy, the calculation gives -1780.9316 Ha. Its frontier orbital gap is 0.34237 hartree. As for the max |F|: 6.18 eV/A. Its HOMO energy is -9.256 eV.

Each line ends with the Mulliken charge.
Geometry (Å):
O  -0.564454  1.820434  0.183713  -0.584
C  -0.319714  0.674324  0.476613  0.447
C  0.713516  -0.222486  -0.232747  -0.146
C  0.250796  -1.596476  0.292183  -0.325
C  -0.600384  -1.385756  1.619043  -0.476
O  -0.956494  -0.032276  1.482363  -0.351
H  0.600196  -0.083466  -1.307887  0.340
H  1.641356  0.105484  0.235933  0.102
H  -0.448154  -1.972386  -0.454987  0.152
H  1.064566  -2.320616  0.253333  0.272
H  -1.455394  -2.018776  1.856393  0.350
H  0.006196  -1.388876  2.524663  0.270
O  -4.839734  -1.724086  -5.003767  -0.614
C  -4.335644  -1.091776  -4.048147  0.489
C  -3.849454  -1.716916  -2.773997  -0.525
C  -3.274394  -0.443796  -2.071607  0.110
C  -3.872814  0.726814  -2.790987  -0.365
O  -4.404624  0.242974  -3.943617  -0.327
H  -4.675954  -2.270836  -2.328837  0.262
H  -3.247794  -2.604946  -2.967657  0.257
H  -3.627644  -0.385406  -1.042087  0.292
H  -2.184874  -0.469656  -2.090767  -0.098
H  -4.613764  1.269814  -2.204257  0.276
H  -3.042054  1.423494  -2.903157  0.232
O  1.572116  0.741294  4.236053  -0.663
C  0.788466  1.695794  4.358753  0.585
C  -0.676244  1.643594  3.928523  0.001
C  -1.247454  2.603114  4.913723  -0.579
C  -0.067094  3.550514  5.086753  -0.513
O  1.015776  2.778804  4.982543  -0.304
H  -0.702854  2.012564  2.903213  0.023
H  -1.119944  0.662164  4.095923  0.141
H  -2.194574  3.103014  4.710813  0.361
H  -1.358914  2.035914  5.837823  0.289
H  -0.048874  4.464264  4.492763  0.299
H  -0.096694  4.017974  6.070983  0.326
O  -0.112854  -7.727156  0.262753  -0.615
C  0.503366  -7.067976  -0.603577  0.424
C  1.431096  -7.501936  -1.738697  -0.314
C  1.977116  -6.217376  -2.231137  -0.624
C  1.107176  -5.122166  -1.684917  -0.040
O  0.226696  -5.720766  -0.751927  -0.289
H  2.218916  -8.180146  -1.410867  0.285
H  0.839216  -8.024196  -2.490367  0.232
H  2.963126  -6.130846  -1.774637  0.229
H  2.083746  -6.113536  -3.310927  0.371
H  1.690276  -4.460256  -1.044637  0.046
H  0.480386  -4.706106  -2.473677  0.292
O  6.561486  -2.277116  -2.817557  -0.611
C  6.262146  -1.608926  -1.811277  0.461
C  4.844666  -1.184286  -1.273217  -0.375
C  5.003996  -1.107056  0.227663  -0.318
C  6.472036  -0.681466  0.311793  -0.454
O  7.113856  -1.305096  -0.843437  -0.339
H  4.803126  -0.148266  -1.609427  0.289
H  3.998566  -1.745186  -1.670207  0.306
H  4.281516  -0.369696  0.577573  0.171
H  4.890806  -1.951786  0.907163  0.270
H  6.594656  0.390534  0.157283  0.286
H  6.943406  -1.055186  1.220773  0.310
C  -1.657694  5.024374  -1.002167  -0.770
N  -2.642494  6.107964  -0.753627  -0.141
C  -2.709554  6.708454  0.376393  0.663
C  -3.875504  7.591174  0.547033  -1.131
O  -2.066034  6.629414  1.415263  -0.643
H  -0.596934  5.247014  -1.117557  0.271
H  -1.982024  4.572254  -1.939447  0.322
H  -1.703164  4.246804  -0.239657  0.233
H  -3.216554  6.452284  -1.509927  0.273
H  -3.782214  8.399244  -0.178517  0.339
H  -3.967484  8.156904  1.474173  0.299
H  -4.805834  7.036274  0.425913  0.286

Forces on the atoms, in the same order (eV/Å):
-0.1 -1.0 0.9
-0.2 -0.3 -0.5
-1.7 0.0 2.2
-0.5 -0.9 -0.7
2.7 0.4 -0.5
-1.0 2.2 -1.0
0.5 0.0 0.2
0.4 -0.1 -0.6
-0.2 -0.1 -0.1
-0.1 -0.1 0.8
-0.1 0.1 -0.9
0.4 -0.4 0.0
1.9 2.3 2.6
-2.9 -3.0 -2.8
0.4 0.6 -0.1
-0.4 -2.2 1.7
1.4 1.0 1.9
-0.6 -0.3 -2.7
-0.6 0.9 0.4
0.9 0.6 -0.2
0.5 -0.2 0.2
-0.1 0.2 0.0
-0.3 -0.3 -0.1
-0.2 0.4 -0.9
-1.0 2.4 0.1
0.0 -6.0 -1.6
0.2 0.0 -0.1
-0.4 0.9 0.5
-3.5 3.1 1.8
4.3 0.7 0.8
-0.4 -0.3 -0.1
0.4 0.0 -0.7
0.1 -0.1 -0.3
-0.1 0.2 0.3
0.1 -0.4 -1.0
0.2 -0.3 0.4
2.5 2.0 -3.0
-3.1 -1.3 2.3
-0.6 -0.8 0.6
1.8 0.6 -0.5
-0.4 0.0 0.4
-0.1 -1.8 0.8
-0.3 -0.1 0.2
-0.2 -0.1 0.2
0.2 0.3 -0.3
0.1 -0.3 0.1
-0.1 0.8 -0.8
0.3 0.7 0.2
-0.8 2.5 2.7
-1.2 -3.0 -1.5
0.9 -0.5 -1.0
0.2 0.6 0.4
-0.3 0.1 -0.6
0.9 0.2 0.6
-0.5 0.2 -0.2
0.3 0.0 -0.1
0.4 0.3 0.4
-0.3 -0.6 -0.8
0.1 0.0 0.4
0.3 0.3 -0.3
-0.8 -0.4 -0.6
2.3 -2.5 -2.8
-1.5 2.5 5.1
-1.7 1.8 -0.9
2.0 -1.6 -0.6
-0.2 0.9 0.1
0.1 -0.2 0.0
-0.3 0.2 0.1
0.2 -0.3 0.2
-0.6 0.0 -0.6
0.6 -0.7 0.3
-0.1 0.1 -0.4